# 1
Below is an isolated molecule of C5H8N2, with properties calculated with ωB97M-V/def2-TZVPD.

Summary:
molecular weight	96.13	g mol⁻¹
gap between HOMO and LUMO	8.683	eV
E_tot	-8290.64545	eV
E_HOMO	-7.77	eV

The geometry in ORCA input format:
```
! wB97M-V def2-TZVPD RIJCOSX def2/J DEFGRID3
* xyz 0 1
C -2.84 -0.41 -0.05
N -1.45 0.04 0.24
C -0.50 -0.30 -0.87
C 0.71 0.17 -0.75
C 2.78 0.06 0.59
C 1.78 0.75 -0.29
N -1.14 0.63 1.25
H -3.16 -0.01 -1.02
H -3.45 -0.01 0.76
H -2.87 -1.50 -0.07
H -0.90 -0.89 -1.68
H 3.79 0.14 0.16
H 2.53 -0.99 0.71
H 2.79 0.53 1.57
H 1.94 1.80 -0.54
*
```

***

# 2
Below is an isolated molecule of C5H8N2 at a distorted geometry, with properties calculated with ωB97M-V/def2-TZVPD.

Summary:
molecular weight	96.13	g mol⁻¹
gap between HOMO and LUMO	10.244	eV
E_tot	-8290.96987	eV
E_HOMO	-9.25	eV

The geometry in ORCA input format:
```
! wB97M-V def2-TZVPD RIJCOSX def2/J DEFGRID3
* xyz 0 1
C -0.93 1.16 -0.38
C -0.60 -0.14 -0.34
C -1.39 -1.15 0.45
N 0.57 -0.65 -1.01
C 1.48 -0.41 0.13
C 1.70 0.95 0.47
N 2.83 0.53 0.13
H -1.69 1.57 0.27
H -0.52 1.83 -1.13
H -2.21 -1.50 -0.19
H -0.80 -2.04 0.73
H -1.83 -0.72 1.36
H 0.81 -0.04 -1.78
H 1.50 -1.24 0.82
H 1.08 1.84 0.48
*
```

***

# 3
Below is an isolated molecule of C5H8N2 at a distorted geometry, with properties calculated with ωB97M-V/def2-TZVPD.

Summary:
molecular weight	96.13	g mol⁻¹
gap between HOMO and LUMO	10.840	eV
E_tot	-8293.13565	eV
E_HOMO	-9.93	eV

The geometry in ORCA input format:
```
! wB97M-V def2-TZVPD RIJCOSX def2/J DEFGRID3
* xyz 0 1
C -0.71 1.16 0.04
C -0.18 -0.26 -0.12
C 1.32 -0.20 -0.41
C 1.82 1.05 0.18
N 2.12 2.05 0.68
C -0.77 -1.42 0.62
N -0.91 -1.32 -0.84
H -0.96 1.57 -0.95
H -1.56 1.24 0.70
H 0.09 1.82 0.47
H 1.51 -0.18 -1.49
H 1.90 -1.02 0.02
H -1.65 -1.22 1.23
H -0.16 -2.25 0.97
H -1.85 -1.03 -1.09
*
```

***

# 4
Below is an isolated molecule of C5H8N2 at a distorted geometry, with properties calculated with ωB97M-V/def2-TZVPD.

Summary:
molecular weight	96.13	g mol⁻¹
gap between HOMO and LUMO	9.065	eV
E_tot	-8290.38484	eV
E_HOMO	-9.18	eV

The geometry in ORCA input format:
```
! wB97M-V def2-TZVPD RIJCOSX def2/J DEFGRID3
* xyz 0 1
C 0.97 0.46 -1.32
C 0.33 -0.01 -0.03
C 0.21 1.08 1.02
N -1.01 -0.56 -0.41
C 0.69 -1.42 0.32
C -1.84 -1.24 0.40
N -2.64 -1.83 1.02
H 2.00 0.76 -1.10
H 0.43 1.31 -1.75
H 1.00 -0.37 -2.04
H -0.21 2.00 0.61
H -0.41 0.76 1.87
H 1.22 1.31 1.40
H -1.16 -0.73 -1.40
H 0.43 -1.52 1.41
*
```

***

# 5
Below is an isolated molecule of C5H8N2, with properties calculated with ωB97M-V/def2-TZVPD.

Summary:
molecular weight	96.13	g mol⁻¹
gap between HOMO and LUMO	8.745	eV
E_tot	-8294.65823	eV
E_HOMO	-7.74	eV

The geometry in ORCA input format:
```
! wB97M-V def2-TZVPD RIJCOSX def2/J DEFGRID3
* xyz 0 1
C -1.27 -1.34 0.44
N -0.09 -0.55 0.17
C 1.21 -0.94 0.39
C 2.03 0.13 0.11
C 1.20 1.21 -0.30
C -0.10 0.75 -0.26
N -1.34 1.38 -0.54
H -2.11 -0.67 0.63
H -1.53 -1.99 -0.41
H -1.10 -1.96 1.32
H 1.44 -1.95 0.69
H 3.11 0.14 0.19
H 1.51 2.20 -0.60
H -1.26 2.38 -0.41
H -1.64 1.21 -1.49
*
```

***

# 6
Below is an isolated molecule of C5H8N2 at a distorted geometry, with properties calculated with ωB97M-V/def2-TZVPD.

Summary:
molecular weight	96.13	g mol⁻¹
gap between HOMO and LUMO	8.459	eV
E_tot	-8290.89447	eV
E_HOMO	-7.77	eV

The geometry in ORCA input format:
```
! wB97M-V def2-TZVPD RIJCOSX def2/J DEFGRID3
* xyz 0 1
C 1.18 -0.16 1.78
C 1.00 -0.56 0.31
C -0.22 -1.39 0.16
N -0.43 0.06 -0.13
C -0.66 0.45 -1.53
C -0.69 1.92 -1.64
N -0.73 3.07 -1.72
H 0.27 -0.18 2.43
H 1.68 0.80 1.92
H 1.85 -0.92 2.19
H -0.78 0.67 0.58
H -0.30 -2.01 -0.74
H -0.84 -1.75 0.99
H 0.17 0.06 -2.11
H -1.61 0.06 -1.93
*
```

***

# 7
Below is an isolated molecule of C5H8N2, with properties calculated with ωB97M-V/def2-TZVPD.

Summary:
molecular weight	96.13	g mol⁻¹
gap between HOMO and LUMO	8.173	eV
E_tot	-8294.55390	eV
E_HOMO	-7.27	eV

The geometry in ORCA input format:
```
! wB97M-V def2-TZVPD RIJCOSX def2/J DEFGRID3
* xyz 0 1
C -1.30 -1.24 0.44
N -0.10 -0.55 0.03
C 1.18 -0.99 0.31
C 2.05 0.04 0.06
C 1.28 1.16 -0.38
C -0.04 0.76 -0.39
N -1.19 1.44 -0.82
H -1.94 -0.58 1.05
H -1.88 -1.62 -0.41
H -1.01 -2.08 1.07
H 1.35 -2.01 0.62
H 3.12 0.00 0.17
H 1.64 2.13 -0.67
H -2.05 1.11 -0.39
H -1.10 2.44 -0.69
*
```

***

# 8
Below is an isolated molecule of C5H8N2 at a distorted geometry, with properties calculated with ωB97M-V/def2-TZVPD.

Summary:
molecular weight	96.13	g mol⁻¹
gap between HOMO and LUMO	9.307	eV
E_tot	-8294.15437	eV
E_HOMO	-8.40	eV

The geometry in ORCA input format:
```
! wB97M-V def2-TZVPD RIJCOSX def2/J DEFGRID3
* xyz 0 1
C 0.06 -2.46 -0.17
C -0.98 -1.35 -0.45
C -0.44 -0.03 0.04
C -0.67 1.18 -0.61
N 0.32 2.06 -0.28
C 1.05 1.50 0.64
N 0.65 0.19 0.85
H 0.34 -3.01 -1.09
H 1.04 -2.15 0.20
H -0.38 -3.16 0.56
H -2.01 -1.46 -0.03
H -1.15 -1.27 -1.53
H -1.37 1.33 -1.41
H 2.04 1.88 0.85
H 0.81 -0.23 1.76
*
```

***

# 9
Below is an isolated molecule of C5H8N2, with properties calculated with ωB97M-V/def2-TZVPD.

Summary:
molecular weight	96.13	g mol⁻¹
gap between HOMO and LUMO (alpha / beta)	6.690 / 6.691	eV
E_tot	-8291.89420	eV
E_HOMO (alpha / beta)	-5.93 / -5.93	eV

The geometry in ORCA input format:
```
! wB97M-V def2-TZVPD RIJCOSX def2/J DEFGRID3
* xyz 0 1
C 0.61 1.59 1.21
N -0.06 0.66 0.42
C -1.42 0.26 0.62
C -1.69 -0.84 -0.08
C -0.41 -1.26 -0.77
C 0.42 -0.03 -0.59
N 1.62 0.25 -1.20
H 1.63 1.24 1.40
H 0.07 1.79 2.13
H 0.06 -2.02 -0.12
H -2.04 0.88 1.25
H -2.63 -1.37 -0.13
H -0.48 -1.69 -1.77
H 2.13 1.05 -0.85
H 2.18 -0.52 -1.53
*
```

***

# 10
Below is an isolated molecule of C5H8N2 at a distorted geometry, with properties calculated with ωB97M-V/def2-TZVPD.

Summary:
molecular weight	96.13	g mol⁻¹
gap between HOMO and LUMO	10.232	eV
E_tot	-8292.89805	eV
E_HOMO	-9.36	eV

The geometry in ORCA input format:
```
! wB97M-V def2-TZVPD RIJCOSX def2/J DEFGRID3
* xyz 0 1
C 1.04 1.50 0.79
C 1.01 0.21 0.02
C 0.77 -1.13 0.66
N -0.27 -0.42 -0.01
C -1.15 -0.76 -1.08
C -2.44 -0.09 -0.77
N -3.40 0.47 -0.44
H 0.34 1.42 1.63
H 0.68 2.33 0.16
H 2.03 1.75 1.16
H 1.65 0.19 -0.87
H 1.25 -2.01 0.22
H 0.62 -1.20 1.74
H -0.81 -0.42 -2.07
H -1.33 -1.84 -1.14
*
```

***

# 11
Below is an isolated molecule of C5H8N2, with properties calculated with ωB97M-V/def2-TZVPD.

Summary:
molecular weight	96.13	g mol⁻¹
gap between HOMO and LUMO	8.108	eV
E_tot	-8291.35030	eV
E_HOMO	-7.78	eV

The geometry in ORCA input format:
```
! wB97M-V def2-TZVPD RIJCOSX def2/J DEFGRID3
* xyz 0 1
C -2.36 -0.28 0.08
C -0.94 0.23 -0.06
C -0.83 1.47 -0.71
N 1.47 1.27 -0.32
C 1.42 0.02 0.06
N 2.49 -0.84 0.25
C 0.12 -0.52 0.32
H -2.55 -1.02 -0.70
H -2.46 -0.76 1.06
H -3.12 0.50 0.00
H -1.29 2.29 -0.13
H 2.41 1.55 -0.62
H 2.26 -1.82 0.16
H 3.39 -0.61 -0.14
H 0.00 -1.50 0.76
*
```

***

# 12
Below is a cluster of 2 separate species, C5H8N2 in total at a distorted geometry, with properties calculated with ωB97M-V/def2-TZVPD.

Summary:
molecular weight	96.13	g mol⁻¹
gap between HOMO and LUMO (alpha / beta)	8.150 / 9.912	eV
E_tot	-8287.77541	eV
E_HOMO (alpha / beta)	-7.27 / -10.66	eV

The geometry in ORCA input format:
```
! wB97M-V def2-TZVPD RIJCOSX def2/J DEFGRID3
* xyz 0 3
C -3.00 0.16 -0.13
C -1.67 -0.05 0.23
C -0.25 -0.38 0.09
C 0.25 -1.76 -0.25
C 0.58 0.86 -0.25
N -4.14 0.10 -0.24
N -1.02 -0.40 1.33
H -1.99 2.75 0.35
H -0.18 -2.22 -1.11
H 0.14 -2.50 0.49
H 1.29 -1.91 -0.37
H 0.89 0.89 -1.23
H 1.46 1.07 0.28
H 0.03 1.76 -0.29
H -0.82 -0.16 2.28
*
```

***

Energy relative to the best compared isomer or geometry (same formula, charge and spin) in kcal per mole, matching the order above: 100.3; 92.9; 42.9; 106.3; 7.8; 94.6; 10.2; 19.4; 71.5; 48.4; 84.1; 61.5